No. 1
{
  "formula": "C47H37HfN4OP2S2",
  "method": "the ωB97M-V functional and the def2-TZVPD basis",
  "symbols": ["Hf", "S", "P", "C", "P", "S", "C", "C", "C", "C", "C", "C", "C", "C", "C", "C", "C", "C", "C", "C", "C", "C", "C", "C", "C", "C", "C", "C", "C", "C", "H", "H", "H", "H", "H", "H", "H", "H", "H", "H", "H", "H", "H", "H", "H", "H", "H", "H", "H", "H", "N", "C", "C", "C", "C", "C", "C", "C", "C", "C", "H", "H", "H", "H", "C", "C", "C", "C", "C", "N", "C", "O", "N", "C", "C", "C", "C", "N", "C", "C", "C", "H", "H", "H", "H", "H", "H", "H", "H", "H", "H", "H", "H", "H"],
  "xyz": [[-0.241, -0.258, -0.991], [2.088, 0.931, -0.774], [0.772, 2.367, -1.412], [-0.345, 1.497, -2.429], [-2.055, 1.801, -2.166], [-2.809, 0.262, -1.002], [-2.600, 3.385, -1.464], [-3.403, 3.473, -0.335], [-3.742, 4.720, 0.165], [-3.284, 5.871, -0.456], [-2.504, 5.782, -1.601], [-2.159, 4.541, -2.103], [-2.894, 1.711, -3.765], [-4.239, 2.058, -3.854], [-4.872, 2.018, -5.084], [-4.165, 1.639, -6.216], [-2.831, 1.274, -6.123], [-2.190, 1.307, -4.894], [0.103, 3.114, 0.126], [0.347, 4.420, 0.529], [-0.156, 4.869, 1.741], [-0.920, 4.035, 2.542], [-1.191, 2.738, 2.133], [-0.681, 2.291, 0.930], [1.799, 3.657, -2.150], [1.477, 4.205, -3.384], [2.284, 5.196, -3.921], [3.414, 5.617, -3.237], [3.747, 5.049, -2.014], [2.941, 4.069, -1.466], [-3.765, 2.574, 0.146], [-4.367, 4.791, 1.044], [-3.539, 6.838, -0.047], [-2.172, 6.681, -2.101], [-1.550, 4.453, -2.995], [-4.778, 2.357, -2.964], [-5.915, 2.291, -5.160], [-4.660, 1.633, -7.177], [-2.288, 0.973, -7.007], [-1.146, 1.034, -4.799], [0.931, 5.081, -0.097], [0.052, 5.880, 2.060], [-1.307, 4.390, 3.487], [-1.798, 2.079, 2.740], [-0.912, 1.276, 0.586], [0.609, 3.839, -3.918], [2.034, 5.640, -4.873], [4.051, 6.378, -3.666], [4.637, 5.369, -1.491], [3.193, 3.608, -0.519], [0.023, -10.292, -1.547], [0.002, -9.149, -1.644], [-0.028, -7.726, -1.729], [-1.178, -7.078, -2.180], [-1.225, -5.698, -2.206], [-0.123, -4.954, -1.783], [1.036, -5.610, -1.355], [1.086, -6.987, -1.329], [-0.157, -3.531, -1.736], [-0.132, -2.316, -1.660], [-2.026, -7.665, -2.503], [-2.115, -5.189, -2.549], [1.888, -5.021, -1.046], [1.978, -7.501, -0.999], [5.623, -2.998, 3.276], [4.263, -3.294, 3.835], [3.947, -2.999, 5.157], [2.689, -3.264, 5.667], [1.712, -3.840, 4.866], [0.444, -4.113, 5.433], [-0.794, -4.165, 4.858], [-1.705, -4.802, 5.327], [-0.994, -3.455, 3.654], [-0.432, -2.271, 3.231], [0.175, -1.356, 4.103], [0.823, -0.257, 3.579], [0.813, -0.050, 2.212], [0.139, -0.848, 1.373], [-0.464, -1.931, 1.878], [2.025, -4.172, 3.552], [3.281, -3.888, 3.046], [6.330, -2.771, 4.071], [5.580, -2.141, 2.600], [5.999, -3.849, 2.709], [4.699, -2.560, 5.798], [2.463, -3.029, 6.700], [0.456, -4.510, 6.361], [-1.759, -3.835, 3.116], [0.129, -1.511, 5.169], [1.332, 0.449, 4.218], [1.367, 0.770, 1.779], [-0.979, -2.569, 1.165], [1.296, -4.673, 2.932], [3.511, -4.152, 2.023]],
  "atomic_forces_ev_per_a": [[0.074, -0.211, -0.028], [-0.716, -0.608, 0.119], [0.364, 0.416, -0.516], [-0.490, 0.329, 2.099], [0.023, -0.166, -0.839], [0.845, -0.310, 0.069], [0.252, -0.201, -0.020], [-0.013, -0.051, -0.106], [-0.047, 0.038, 0.037], [-0.020, -0.046, 0.030], [0.029, 0.095, -0.059], [-0.005, -0.125, -0.069], [0.133, 0.005, 0.188], [0.065, -0.054, 0.005], [-0.092, 0.053, 0.091], [0.042, -0.018, -0.063], [-0.049, 0.013, -0.020], [0.053, 0.026, 0.054], [-0.074, -0.080, -0.294], [0.011, -0.096, -0.057], [-0.043, 0.093, 0.051], [0.049, -0.023, 0.013], [-0.048, -0.240, -0.034], [0.355, 0.124, -0.230], [-0.218, -0.213, -0.084], [-0.074, -0.046, 0.123], [0.022, 0.086, -0.055], [-0.017, -0.020, -0.057], [0.038, 0.027, 0.060], [-0.060, -0.008, -0.058], [0.038, -0.012, 0.043], [-0.019, 0.009, 0.046], [-0.035, 0.058, -0.026], [0.050, 0.024, -0.015], [0.015, 0.108, -0.035], [-0.071, 0.051, -0.016], [-0.031, 0.012, -0.013], [-0.021, -0.039, -0.038], [0.026, -0.015, -0.032], [0.000, 0.016, -0.038], [0.010, 0.043, 0.004], [-0.014, 0.052, 0.011], [-0.016, 0.042, 0.018], [-0.021, 0.002, 0.038], [-0.211, 0.527, 0.559], [-0.031, 0.010, -0.063], [0.004, -0.013, -0.066], [-0.001, 0.033, -0.002], [0.034, 0.012, 0.013], [0.070, 0.037, 0.023], [0.011, -0.136, -0.019], [0.000, -0.340, 0.002], [-0.003, 0.550, -0.004], [0.088, -0.110, 0.026], [0.003, 0.092, -0.010], [0.067, -0.252, 0.088], [-0.034, 0.050, -0.023], [-0.077, -0.098, -0.033], [0.032, 0.160, -0.062], [-0.028, 0.295, -0.123], [-0.037, 0.006, 0.009], [-0.023, 0.014, -0.005], [0.034, -0.007, 0.012], [0.017, -0.014, 0.027], [-0.044, 0.019, -0.032], [-0.012, -0.011, 0.061], [0.025, -0.060, -0.122], [-0.146, 0.030, 0.038], [0.133, 0.019, -0.214], [0.097, 0.111, 0.286], [-0.149, 0.068, -0.321], [-0.079, -0.078, 0.068], [-0.047, -0.360, 0.089], [0.360, 0.520, -0.050], [-0.135, -0.127, -0.185], [-0.070, -0.157, -0.165], [0.250, 0.101, 0.110], [-0.163, 0.286, -0.322], [-0.118, -0.288, -0.069], [-0.070, -0.022, 0.050], [0.004, 0.086, 0.086], [0.051, 0.015, -0.019], [0.061, 0.014, -0.013], [0.058, 0.001, -0.020], [0.035, 0.022, 0.041], [-0.032, 0.032, 0.036], [-0.124, -0.046, -0.070], [-0.050, 0.045, 0.114], [0.072, -0.103, 0.094], [0.025, -0.004, 0.026], [-0.120, 0.019, -0.077], [0.032, -0.034, 0.036], [-0.074, -0.018, -0.035], [0.016, -0.035, -0.070]],
  "gap_ev": 7.67,
  "total_energy_ha": -3634.4773,
  "lumo_energy_ev": -3.14,
  "charge": 1
}



No. 2
{
  "formula": "C47H37N8O2SV",
  "method": "the ωB97M-V functional and the def2-TZVPD basis",
  "symbols": ["V", "C", "C", "C", "C", "C", "C", "N", "C", "C", "C", "C", "C", "N", "C", "C", "C", "C", "C", "C", "N", "H", "H", "H", "H", "H", "H", "H", "H", "H", "H", "H", "H", "H", "H", "H", "C", "C", "C", "C", "N", "C", "C", "C", "C", "C", "C", "N", "C", "C", "C", "C", "C", "N", "H", "H", "H", "H", "H", "H", "H", "H", "H", "H", "H", "O", "S", "O", "N", "C", "C", "C", "C", "C", "C", "C", "C", "N", "C", "C", "C", "C", "C", "C", "C", "H", "H", "H", "H", "H", "H", "H", "H", "H", "H", "H"],
  "xyz": [[0.116, 0.400, 0.477], [1.257, 3.468, -1.077], [2.102, 2.251, -1.259], [3.192, 2.348, -2.120], [4.038, 1.273, -2.300], [3.817, 0.144, -1.540], [2.724, 0.105, -0.684], [1.825, 1.115, -0.593], [2.515, -1.006, 0.247], [3.365, -2.094, 0.406], [3.098, -3.019, 1.401], [2.005, -2.824, 2.235], [1.194, -1.725, 2.017], [1.425, -0.861, 1.017], [0.034, -1.353, 2.832], [-0.076, -1.738, 4.158], [-1.150, -1.286, 4.898], [-2.102, -0.513, 4.262], [-1.940, -0.164, 2.924], [-3.012, 0.658, 2.276], [-0.862, -0.546, 2.216], [1.356, 3.802, -0.046], [1.602, 4.267, -1.731], [0.209, 3.273, -1.283], [3.359, 3.271, -2.657], [4.864, 1.328, -2.996], [4.485, -0.701, -1.607], [4.227, -2.226, -0.230], [3.745, -3.875, 1.537], [1.793, -3.522, 3.032], [0.685, -2.355, 4.614], [-1.241, -1.529, 5.948], [-2.977, -0.167, 4.796], [-3.986, 0.365, 2.667], [-2.870, 1.718, 2.496], [-2.996, 0.521, 1.202], [-3.884, -3.050, 1.699], [-2.815, -3.832, 2.106], [-1.619, -3.743, 1.415], [-1.521, -2.852, 0.349], [-2.541, -2.077, -0.020], [-3.692, -2.188, 0.629], [-0.329, -2.810, -0.539], [0.417, -3.971, -0.712], [1.421, -3.987, -1.661], [1.579, -2.884, -2.473], [0.770, -1.765, -2.275], [-0.111, -1.698, -1.260], [0.776, -0.667, -3.288], [1.281, -0.905, -4.568], [1.227, 0.100, -5.519], [0.645, 1.307, -5.177], [0.138, 1.442, -3.894], [0.206, 0.491, -2.971], [-4.844, -3.115, 2.191], [-2.915, -4.513, 2.940], [-0.770, -4.342, 1.718], [-4.501, -1.563, 0.267], [0.205, -4.853, -0.126], [2.036, -4.866, -1.799], [2.322, -2.899, -3.256], [1.692, -1.867, -4.834], [1.618, -0.073, -6.513], [0.571, 2.118, -5.887], [-0.359, 2.360, -3.596], [2.288, 3.169, 1.942], [1.393, 2.237, 2.581], [1.923, 0.940, 2.911], [0.094, 1.971, 1.630], [-0.770, 2.970, 1.247], [-0.920, 4.243, 1.775], [-1.893, 5.113, 1.258], [-2.729, 4.749, 0.236], [-2.602, 3.470, -0.344], [-3.402, 2.991, -1.405], [-3.191, 1.725, -1.884], [-2.174, 0.930, -1.341], [-1.387, 1.350, -0.362], [-1.611, 2.595, 0.150], [0.831, 2.979, 4.100], [1.671, 3.890, 4.720], [1.283, 4.460, 5.923], [0.062, 4.121, 6.489], [-0.774, 3.211, 5.855], [-0.387, 2.632, 4.657], [-0.282, 4.577, 2.578], [-1.977, 6.100, 1.693], [-3.486, 5.426, -0.136], [-4.180, 3.627, -1.810], [-3.802, 1.326, -2.681], [-2.010, -0.081, -1.681], [2.610, 4.143, 4.246], [1.933, 5.168, 6.419], [-0.243, 4.571, 7.424], [-1.727, 2.957, 6.301], [-1.026, 1.922, 4.150]],
  "atomic_forces_ev_per_a": [[-0.967, -1.088, -1.293], [-0.049, -0.094, 0.059], [0.012, 0.095, -0.199], [0.129, -0.182, -0.058], [-0.125, 0.170, 0.005], [-0.093, -0.287, 0.145], [0.313, 0.420, -0.373], [0.837, -0.001, -0.395], [-0.014, -0.361, 0.260], [0.002, -0.037, 0.059], [-0.068, 0.141, 0.010], [0.035, 0.030, -0.003], [0.219, -0.077, 0.019], [2.087, -1.890, 0.780], [-0.350, 0.132, 0.311], [0.113, -0.097, -0.115], [-0.134, 0.064, -0.077], [0.117, -0.156, 0.085], [-0.143, -0.125, -0.035], [0.154, 0.001, -0.015], [-0.095, -0.437, 0.576], [-0.064, 0.049, 0.017], [-0.013, -0.028, -0.031], [-0.044, -0.025, -0.042], [-0.032, 0.029, 0.030], [0.036, -0.015, 0.024], [0.012, 0.001, 0.009], [0.014, 0.048, 0.000], [0.008, -0.005, 0.002], [-0.034, 0.034, 0.021], [0.055, 0.045, -0.027], [-0.025, -0.040, 0.002], [-0.014, 0.031, -0.029], [-0.013, 0.002, -0.007], [0.012, 0.019, -0.028], [-0.099, 0.006, -0.063], [0.004, -0.027, 0.029], [0.004, 0.017, 0.004], [0.085, 0.115, -0.004], [-0.298, -0.010, 0.085], [0.068, -0.010, -0.175], [-0.023, 0.026, 0.064], [0.099, -0.121, -0.287], [0.079, 0.062, 0.039], [-0.072, -0.014, 0.036], [0.027, 0.052, -0.044], [-0.230, -0.187, 0.086], [0.096, -0.027, -0.175], [0.062, 0.118, -0.230], [0.060, 0.004, 0.040], [-0.012, -0.049, 0.103], [0.022, 0.010, -0.063], [-0.025, 0.074, -0.004], [-0.006, -0.098, 0.104], [-0.014, 0.028, -0.004], [0.000, 0.005, 0.010], [0.009, -0.005, -0.010], [-0.012, 0.009, 0.053], [-0.038, -0.006, -0.013], [0.015, -0.006, 0.000], [-0.001, 0.040, 0.011], [-0.010, 0.010, -0.035], [-0.004, 0.023, -0.015], [-0.028, 0.014, 0.011], [0.023, 0.027, 0.028], [0.070, 0.211, 0.239], [-0.355, 0.260, -0.312], [0.015, -0.022, 0.195], [0.702, 1.310, 1.795], [-0.330, 0.646, -0.071], [0.155, -0.424, -0.186], [-0.175, 0.108, -0.106], [-0.042, 0.162, 0.064], [0.271, -0.285, 0.087], [0.096, -0.113, 0.088], [-0.221, 0.173, -0.094], [0.093, -0.051, 0.195], [-1.941, 1.086, -1.146], [-0.129, 0.457, 0.304], [0.088, -0.036, -0.178], [0.083, 0.033, -0.110], [-0.021, -0.031, 0.057], [0.003, 0.021, -0.038], [0.006, 0.005, 0.068], [-0.043, -0.103, -0.028], [-0.005, 0.068, 0.003], [-0.029, 0.009, -0.003], [0.015, 0.031, -0.001], [-0.015, -0.011, -0.040], [0.014, -0.027, -0.010], [0.040, 0.006, -0.047], [0.006, 0.054, 0.043], [0.010, 0.014, -0.012], [0.003, 0.004, 0.007], [-0.017, -0.021, -0.030], [-0.005, 0.015, -0.001]],
  "s_squared": 3.78,
  "spin_multiplicity": 4,
  "gap_ev": [6.23, 6.82],
  "total_energy_ha": -3743.9287,
  "lumo_energy_ev": [-2.79, -3.02],
  "charge": 1
}



Q: Number 2 is which compound?
A: C47H37N8O2SV